[1]
A single C3H4F2S molecule in a non-equilibrium geometry, computed with ωB97M-V/def2-TZVPD.

XYZ file:
```
10
Properties=species:S:1:pos:R:3:forces:R:3:lowdin_charge:R:1
C 0.806165 0.651314 -0.066016 -1.9 -0.1 1.1 -0.5740
C -0.208771 -0.471090 -0.150709 -3.2 3.8 -0.5 -0.1223
C -1.507414 -0.125483 -0.112098 -0.1 0.3 0.9 -0.3687
H 2.025371 -1.216550 0.558422 0.0 -0.3 0.3 -0.1540
H 0.668749 1.369122 -0.903916 0.5 -0.5 0.6 0.0898
H 0.398894 1.127603 0.896066 1.7 0.1 -1.2 0.1065
H -0.018962 -1.457537 -0.231548 0.9 -3.0 -0.3 0.0617
F -2.583814 -0.873798 0.004758 0.3 -1.5 -0.4 0.1272
F -2.021770 1.101853 0.029861 1.3 0.5 -0.3 0.1115
S 2.441550 -0.105436 -0.024817 0.4 0.8 -0.1 0.7221
```
Positions in Å, forces in eV/Å.

Computed properties:
- highest occupied orbital energy (eV) = -9.356
- multiplicity = 1
- SMILES string = FC(F)=CCS
- HOMO-LUMO gap (eV) = 10.196
- M (g mol⁻¹) = 110.13
- net charge = 0
- energy above the lowest of the compared OMol25 structures with the same formula, charge and spin (eV) = 0.974
- E_tot (eV) = -19444.4965

***

[2]
A single C5H6N2 molecule in a non-equilibrium geometry, computed with ωB97M-V/def2-TZVPD.

XYZ file:
```
13
Properties=species:S:1:pos:R:3:forces:R:3:lowdin_charge:R:1
N 2.231663 -0.333189 1.662370 -0.6 0.2 -1.0 0.1738
C 1.657755 -0.132194 0.678163 0.4 -0.2 0.9 -0.1731
C 0.996624 0.224770 -0.568769 0.2 0.1 0.0 -0.2208
C -0.146412 -0.584796 -1.173613 -0.2 -0.5 -0.2 -0.3419
C -0.481731 -1.876727 -0.623756 0.0 0.4 0.0 0.2001
C -0.997383 0.864151 0.704877 -0.1 0.0 0.1 -0.0923
N -0.328232 0.765591 -0.584098 0.0 0.1 0.1 -0.0748
H 1.691760 0.641492 -1.295615 -0.1 -0.1 0.1 0.1493
H -0.105221 -0.557519 -2.262083 0.0 0.1 0.1 0.1240
H -0.995028 -1.741387 0.348591 0.2 0.0 0.0 -0.0009
H -0.837908 -0.003366 1.361552 0.0 0.1 -0.1 0.0701
H -2.068909 0.984955 0.530037 0.1 0.0 0.0 0.0921
H -0.616982 1.748225 1.222341 -0.1 -0.1 -0.1 0.0944
```
Positions in Å, forces in eV/Å.

Computed properties:
- highest occupied orbital energy (alpha / beta) (eV) = -9.213 / -9.207
- multiplicity = 1
- HOMO-LUMO gap (alpha / beta) (eV) = 8.112 / 8.109
- M (g mol⁻¹) = 94.12
- net charge = 0
- energy above the lowest of the compared OMol25 structures with the same formula, charge and spin (eV) = 5.619
- E_tot (eV) = -8256.7393